Here is a cluster of 5 separate species, C9H27NO5 in total at a distorted geometry from the Open Molecules 2025 dataset. Energies are from wB97M-V/def2-TZVPD.

Kohn-Sham gap	0.31300	Ha
HOMO	-8.7	eV
SMILES string	CC1(C)CCCC(C)(C)N1O.O.O.O.O
net charge	0

Each line ends with the natural charge from an NBO analysis.
Positions of all 42 atoms, in Å:
O1 -6.710 -19.718 7.855  -0.97
O2 -4.854 -15.026 4.024  -0.57
O3 -9.418 -18.466 8.494  -0.94
O4 -3.926 -21.788 8.657  -0.94
O5 -5.459 -19.984 10.409  -0.97
N1 -4.742 -15.310 5.413  -0.18
C1 -2.857 -16.782 4.908  -0.60
C2 -4.197 -16.642 5.619  0.10
C3 -5.595 -14.993 7.658  -0.39
C4 -7.257 -15.503 5.803  -0.65
C5 -5.122 -17.795 5.151  -0.64
C6 -5.912 -14.838 6.167  0.11
C7 -3.923 -16.776 7.114  -0.40
C8 -5.074 -16.380 8.034  -0.41
C9 -6.059 -13.345 5.876  -0.60
H1 -5.881 -17.122 7.993  0.19
H2 -5.806 -18.089 5.949  0.19
H3 -4.572 -18.688 4.852  0.22
H4 -4.767 -16.398 9.081  0.22
H5 -4.887 -14.209 7.928  0.21
H6 -9.434 -18.702 7.560  0.47
H7 -7.626 -15.178 4.828  0.21
H8 -6.798 -19.806 6.901  0.48
H9 -8.007 -15.172 6.526  0.22
H10 -5.720 -17.489 4.288  0.19
H11 -3.050 -16.184 7.414  0.21
H12 -6.520 -14.810 8.214  0.21
H13 -10.028 -19.083 8.911  0.48
H14 -7.215 -16.588 5.840  0.20
H15 -6.199 -13.143 4.816  0.22
H16 -2.223 -15.923 5.156  0.22
H17 -2.920 -16.858 3.825  0.22
H18 -4.567 -21.806 7.942  0.46
H19 -6.267 -20.004 10.928  0.47
H20 -5.765 -19.858 9.497  0.49
H21 -6.927 -12.930 6.400  0.20
H22 -5.597 -15.546 3.679  0.43
H23 -3.611 -17.808 7.323  0.21
H24 -5.196 -12.774 6.223  0.22
H25 -7.452 -19.157 8.127  0.50
H26 -2.339 -17.650 5.320  0.21
H27 -4.075 -20.941 9.095  0.48